{"formula": "Br2S3", "method": "ωB97M-V/def2-TZVPD", "species": ["Br", "Br", "S", "S", "S"], "coordinates": [[-1.912322, 0.485431, -0.514981], [1.311955, -1.693329, -1.574770], [1.209564, 0.354400, -0.700660], [1.360753, 0.378818, 1.189805], [-1.969950, 0.474680, 1.600605]], "forces_ev_per_angstrom": [[0.16, 0.00, -0.14], [-0.04, 0.05, 0.21], [-0.33, 0.16, 0.32], [-1.07, -0.14, -0.21], [1.29, -0.08, -0.18]], "mulliken_charge": [0.081, -0.016, 0.116, -0.008, -0.173], "spin_multiplicity": 1, "lumo_energy_ha": [-0.114, -0.114], "orbital_gap_ev": [5.71, 5.71], "e_homo_ha": [-0.3235, -0.3235], "total_energy_ev": -172588.98387, "e_above_lowest_kcal_mol": 43.7}



{"formula": "C6H5FO3", "method": "ωB97M-V/def2-TZVPD", "species": ["F", "O", "O", "O", "C", "C", "C", "C", "C", "C", "H", "H", "H", "H", "H"], "coordinates": [[-1.682795, 1.428660, -0.549649], [2.530860, -0.258735, -0.443729], [3.115484, 0.978940, 1.307684], [1.169604, -1.323897, -1.884648], [1.345275, -0.581755, -1.031448], [0.304887, 0.205928, -0.304234], [-1.152523, 0.160992, -0.626695], [0.828622, 0.905594, 0.656400], [-1.845047, -0.708725, 0.436844], [2.299415, 0.591402, 0.604188], [-2.707893, -1.230296, 0.043972], [-2.068140, -0.063614, 1.281908], [-1.340452, -0.216701, -1.625323], [0.317862, 1.544937, 1.346135], [-1.115159, -1.432730, 0.788596]], "forces_ev_per_angstrom": [[-0.11, 0.64, -0.10], [1.00, -0.70, -0.53], [3.52, 1.26, 2.49], [-0.06, -2.99, -3.48], [-0.62, 3.01, 3.44], [-1.67, -0.09, -1.16], [-0.23, -0.97, 0.48], [1.35, -0.11, 0.16], [0.72, 0.03, -0.41], [-3.50, -0.09, -1.18], [-0.28, 0.11, 0.12], [-0.28, 0.01, 0.05], [0.12, -0.05, -0.22], [0.19, 0.28, 0.28], [-0.14, -0.34, 0.05]], "mulliken_charge": [-0.319, -0.336, -0.428, -0.439, 0.320, 0.326, 0.212, -0.341, -1.199, 0.299, 0.320, 0.358, 0.357, 0.503, 0.366], "smiles": "C[C@@H](F)C1=CC(=O)OC1=O", "spin_multiplicity": 1, "lumo_energy_ha": -0.023, "orbital_gap_ev": 10.49, "e_homo_ha": -0.4083, "total_energy_ev": -15162.57733, "e_above_lowest_kcal_mol": 0.0}



{"formula": "C20H21F3N4O", "method": "ωB97M-V/def2-TZVPD", "species": ["F", "F", "F", "O", "N", "N", "N", "N", "C", "C", "C", "C", "C", "C", "C", "C", "C", "C", "C", "C", "C", "C", "C", "C", "C", "C", "C", "C", "H", "H", "H", "H", "H", "H", "H", "H", "H", "H", "H", "H", "H", "H", "H", "H", "H", "H", "H", "H", "H"], "coordinates": [[-2.003063, 2.236324, -7.713889], [-2.448345, 3.748393, -6.453646], [-0.489412, 4.030232, -7.369597], [0.315172, -1.787518, -2.080560], [-1.561643, -1.640219, 2.905232], [-2.940237, -1.390221, 4.982250], [1.069761, -0.855840, 0.622716], [0.338003, -1.145978, 3.763801], [-0.307346, -1.518055, 2.601052], [-0.078373, 0.818544, -0.705653], [-1.571458, -1.069887, 6.920571], [0.617479, 0.535873, 0.621342], [-1.554481, 1.717958, -4.623600], [0.913187, 0.465237, -1.866304], [-2.847445, -1.138113, 6.271123], [1.832864, -1.300689, 3.828529], [0.382999, 0.993441, -3.253956], [-1.774244, -1.505299, 4.226817], [-0.583177, -1.094528, 4.790102], [-1.052652, 0.968365, -3.551743], [0.688515, 2.460396, -5.239598], [1.418434, -0.945386, -1.807790], [-1.373349, 3.108063, -6.777564], [1.148623, 1.779132, -4.084043], [-0.474748, -0.874710, 6.138981], [0.433878, -1.992667, 1.298371], [-0.738029, 2.475261, -5.503739], [2.086225, -1.242364, -0.438691], [2.239302, -0.627113, 4.604574], [2.383725, -1.044557, 2.889077], [-0.962134, 0.235387, -0.813446], [2.119297, -2.349619, 4.148194], [1.669218, 1.088440, -1.650125], [1.294453, 3.110544, -5.822366], [-0.288757, -1.658221, -1.397961], [-1.553876, -1.039212, 8.006773], [-1.722724, 0.387298, -2.936591], [-3.850191, -1.036798, 6.775994], [2.093583, -1.057393, -2.558020], [2.925158, -0.617112, -0.253609], [-0.363207, -2.517449, 0.622651], [2.406942, -2.332169, -0.273501], [-0.109833, 0.751227, 1.279381], [-2.577443, 1.549887, -4.846498], [-0.428873, 1.770450, -0.688663], [1.193685, -2.669547, 1.531437], [2.080743, 2.004942, -3.659704], [0.497231, -0.795513, 6.698818], [1.506560, 1.010783, 0.843070]], "forces_ev_per_angstrom": [[2.87, 0.34, 0.63], [-1.30, 2.25, 1.38], [-1.40, -2.08, 0.36], [1.82, -1.02, -1.71], [-2.51, -1.66, -2.89], [0.45, -0.32, -1.73], [1.06, -2.02, 0.33], [3.45, -0.05, -1.17], [0.06, -0.77, 1.42], [2.42, -2.51, -0.75], [-1.93, 0.97, 0.14], [0.16, -3.35, -3.31], [1.12, -0.68, -0.15], [-3.29, 0.77, -1.12], [-0.01, -0.83, -0.45], [0.12, -0.13, 1.19], [-3.22, -0.24, 0.69], [-0.95, 2.33, 1.92], [1.25, -0.71, -0.70], [2.41, 0.61, -0.46], [-3.16, -0.22, 0.83], [-1.65, -0.11, 2.05], [0.33, -0.54, -0.27], [-0.73, 0.57, -0.58], [2.22, -0.78, 2.35], [-3.51, 2.60, -0.78], [1.92, -1.55, -0.17], [-2.54, -0.49, 1.12], [-0.29, -0.25, -0.30], [-1.11, -0.20, 0.55], [-0.81, -0.85, 0.36], [-0.46, 1.05, -0.46], [3.33, 2.26, 0.52], [0.69, 0.17, -0.31], [-1.74, 0.22, 1.84], [0.25, 0.15, -0.21], [-0.09, -0.01, -0.05], [1.40, -0.18, -0.20], [2.01, -0.67, -2.38], [1.08, 0.62, -0.26], [1.13, 0.63, 1.41], [-0.66, 1.56, -0.49], [-2.12, 0.27, 3.23], [-0.93, 0.35, -0.22], [-0.65, 3.22, -0.58], [1.03, -1.33, 0.58], [1.72, 0.20, -0.23], [-0.83, 0.21, -1.00], [1.59, 2.22, 0.03]], "mulliken_charge": [-0.272, -0.240, -0.261, -0.660, -0.881, -0.581, 0.439, 0.124, 0.569, -1.317, -0.516, -1.400, -0.956, 0.402, -0.214, -0.938, 0.126, 0.486, 0.593, -0.372, -1.059, -0.732, 0.896, -0.145, -0.586, -0.870, 0.205, -1.093, 0.364, 0.269, 0.389, 0.302, 0.733, 0.460, 0.444, 0.372, 0.378, 0.369, 0.794, 0.504, 0.154, 0.346, 0.609, 0.364, 0.750, 0.593, 0.396, 0.260, 0.406], "smiles": "Cn1c(CN2CC[C@H](c3ccc(C(F)(F)F)cc3)[C@H](O)C2)nc2ncccc21", "spin_multiplicity": 1, "lumo_energy_ha": 0.014, "orbital_gap_ev": 8.85, "e_homo_ha": -0.3115, "total_energy_ev": -37238.11702, "e_above_lowest_kcal_mol": 70.9}